1.
Entry from the OMol25 dataset: an isolated ion of composition C3H6F2N and charge +1 at a distorted geometry (the ωB97M-V functional and the def2-TZVPD basis).

HOMO level in Eh: -0.5828
SMILES string: [NH3+][C@@H]1[C@@H](F)[C@H]1F
F_max in eV/A: 4.2
Gap between HOMO and LUMO in eV: 11.689

The geometry in ORCA input format:
```
! wB97M-V def2-TZVPD RIJCOSX def2/J DEFGRID3
* xyz 1 1
N 1.48030 -0.02195 -0.27308
C -0.01598 -0.05016 -0.52638
C -0.86498 0.75566 0.42092
F -1.82002 1.47232 -0.24936
C -0.93574 -0.72143 0.49783
F -1.94898 -1.41103 -0.05895
H 1.73124 -0.48363 0.54750
H 1.91298 0.88800 -0.32655
H 1.75035 -0.58139 -1.05812
H -0.47832 0.14149 -1.51003
H -0.44624 1.43316 1.40736
H -0.36459 -1.42106 1.12887
*
```

Calculated atomic charges, method natural (NBO), unit e:
1 N -0.647
2 C -0.214
3 C 0.171
4 F -0.297
5 C 0.183
6 F -0.287
7 H 0.441
8 H 0.454
9 H 0.456
10 H 0.297
11 H 0.231
12 H 0.212

2.
Entry from the OMol25 dataset: a 2-piece molecular cluster, C3H6F2N2 overall at a distorted geometry (the ωB97M-V functional and the def2-TZVPD basis).

HOMO level (alpha / beta) in Eh: -0.3633 / -0.3635
F_max in eV/A: 5.1
Gap between HOMO and LUMO (alpha / beta) in eV: 7.302 / 7.307

The geometry in ORCA input format:
```
! wB97M-V def2-TZVPD RIJCOSX def2/J DEFGRID3
* xyz 0 1
C 0.70866 0.38062 -0.38624
C -1.10540 -1.02314 0.89906
C 0.38469 -0.55147 0.84631
N -0.33583 0.86247 -1.16280
N 0.19556 1.74707 -0.41639
F -0.76395 0.86388 -2.46404
F 2.11844 2.31108 -1.65983
H 1.75021 0.20470 -0.88152
H -1.39079 -1.25532 1.89433
H -1.22155 -1.90870 0.35614
H -1.90845 -0.22031 0.54063
H 1.07919 -1.39452 0.74603
H 0.48924 -0.01635 1.68831
*
```

Calculated atomic charges, method natural (NBO), unit e:
1 C 0.083
2 C -0.610
3 C -0.433
4 N 0.210
5 N 0.152
6 F -0.112
7 F -0.670
8 H 0.282
9 H 0.223
10 H 0.213
11 H 0.210
12 H 0.227
13 H 0.225

3.
Entry from the OMol25 dataset: the molecule C3H6F2N2 at a distorted geometry (the ωB97M-V functional and the def2-TZVPD basis).

HOMO level in Eh: -0.3365
SMILES string: N[C@@H]1[C@H](N)C1(F)F
F_max in eV/A: 6.8
Gap between HOMO and LUMO in eV: 9.900

The geometry in ORCA input format:
```
! wB97M-V def2-TZVPD RIJCOSX def2/J DEFGRID3
* xyz 0 1
N 0.74598 -1.39323 0.59081
C -0.48452 -0.77296 0.08154
C -0.59023 0.56335 -0.79956
N 0.53383 1.11394 -1.41432
C -0.48748 0.54033 0.70315
F 0.72621 0.90565 1.29074
F -1.52649 1.04767 1.49120
H 1.20013 -2.14662 0.01963
H 0.79151 -1.20421 1.70799
H -1.38067 -1.47404 -0.08509
H -1.52194 0.69311 -1.25755
H 1.10117 0.19030 -1.23883
H 0.89250 1.93670 -1.08972
*
```

Calculated atomic charges, method natural (NBO), unit e:
1 N -0.901
2 C -0.148
3 C -0.111
4 N -0.833
5 C 0.643
6 F -0.331
7 F -0.342
8 H 0.403
9 H 0.427
10 H 0.222
11 H 0.214
12 H 0.382
13 H 0.375

4.
Entry from the OMol25 dataset: C3H6F2O as an isolated structure at a distorted geometry (the ωB97M-V functional and the def2-TZVPD basis).

HOMO level in Eh: -0.3976
F_max in eV/A: 6.3
Gap between HOMO and LUMO in eV: 11.240

The geometry in ORCA input format:
```
! wB97M-V def2-TZVPD RIJCOSX def2/J DEFGRID3
* xyz 0 1
C 0.52149 -1.67238 0.56094
C 0.56918 -0.09188 0.25982
C -0.52449 0.61275 -0.30485
H -0.47525 -1.71559 1.01793
H 1.40775 -1.81151 1.41416
H 0.74237 -2.43978 -0.34142
H 0.43939 0.60730 1.16770
H 2.62189 0.85258 -0.04886
H -0.33517 1.45752 -1.10085
O 1.91120 0.01873 -0.62485
F -1.51097 -0.11584 -0.97237
F -1.05433 1.20570 0.94957
*
```

Calculated atomic charges, method natural (NBO), unit e:
1 C -0.630
2 C -0.032
3 C 0.518
4 H 0.219
5 H 0.229
6 H 0.251
7 H 0.262
8 H 0.464
9 H 0.190
10 O -0.739
11 F -0.341
12 F -0.392

5.
Entry from the OMol25 dataset: the molecule C3H6F2OS at a distorted geometry (the ωB97M-V functional and the def2-TZVPD basis).

HOMO level in Eh: -0.3229
SMILES string: C=[S@@H](=O)C(C)(F)F
F_max in eV/A: 3.9
Gap between HOMO and LUMO in eV: 9.389

The geometry in ORCA input format:
```
! wB97M-V def2-TZVPD RIJCOSX def2/J DEFGRID3
* xyz 0 1
C -2.28115 -0.46437 0.65299
S -1.05772 -0.22285 -0.56496
O -1.10472 1.01202 -1.35386
C 0.88347 -0.30528 -0.28435
C 1.49083 0.91860 0.36540
F 1.05750 -1.53782 0.27252
F 1.39305 -0.49580 -1.52083
H -2.23816 0.32670 1.41178
H -2.05172 -1.59149 0.94141
H -1.14428 -1.14449 -1.48495
H 1.52683 0.73124 1.41720
H 2.55736 0.91207 0.07739
H 0.96871 1.86147 0.07025
*
```

Calculated atomic charges, method natural (NBO), unit e:
1 C -0.945
2 S 1.489
3 O -0.953
4 C 0.527
5 C -0.711
6 F -0.346
7 F -0.338
8 H 0.232
9 H 0.219
10 H 0.067
11 H 0.240
12 H 0.248
13 H 0.271

6.
Entry from the OMol25 dataset: a 2-piece molecular cluster, C3H6F3NO3S overall at a distorted geometry (the ωB97M-V functional and the def2-TZVPD basis).

HOMO level in Eh: -0.3585
F_max in eV/A: 3.8
Gap between HOMO and LUMO in eV: 10.305

The geometry in ORCA input format:
```
! wB97M-V def2-TZVPD RIJCOSX def2/J DEFGRID3
* xyz 0 1
C -0.98582 0.62567 1.11404
C -1.32083 -0.34164 0.00854
C 3.97639 0.24949 0.10353
N -0.92207 -1.54102 -0.04973
O 2.61429 -1.88431 -0.64050
O 1.61010 0.26254 -1.28913
O 0.10938 -1.95372 0.81108
F 3.89344 1.58721 -0.24846
F 4.51180 0.27541 1.33087
F 4.82365 -0.33683 -0.66893
S 2.23101 -0.61967 -0.05007
H -0.23973 -0.10356 1.76440
H -0.28548 1.31606 0.67712
H -1.96721 0.91929 1.65960
H -1.72487 -0.00654 -0.93116
H 1.25344 -0.21025 -2.03272
H 0.04248 -2.95485 0.83968
*
```

Calculated atomic charges, method natural (NBO), unit e:
1 C -0.724
2 C 0.052
3 C 0.755
4 N -0.155
5 O -0.915
6 O -0.913
7 O -0.599
8 F -0.344
9 F -0.321
10 F -0.291
11 S 1.506
12 H 0.243
13 H 0.240
14 H 0.249
15 H 0.198
16 H 0.519
17 H 0.499

Per-record energy relative to the best compared isomer or geometry (same formula, charge and spin), kcal/mol: 16.1; 193.8; 73.6; 85.8; 82.4; 75.4